11 unconnected molecules or ions with the total composition C5H35N2O10S, computed with the ωB97M-V functional and the def2-TZVPD basis.

Last columns: bonded neighbours and bond lengths (Å).
Geometry (Å):
1 C -1.01682 -1.14948 1.13010  N2 1.455, C6 1.556, H9 1.133, H10 1.115
2 N -1.00483 -1.98987 -0.05773  C1 1.455, C3 1.473, H11 1.001
3 C -0.31141 -1.50176 -1.26211  N2 1.473, C4 1.537, H12 1.100, H13 1.132
4 C -1.19410 -0.82163 -2.32039  C3 1.537, S5 1.831, H14 1.109, H15 1.082
5 S -2.56190 -1.86620 -2.94666  C4 1.831, H16 1.345
6 C -1.60440 0.28761 1.02801  C1 1.556, N7 1.538, C8 1.501, H17 1.117
7 N -3.00359 0.25894 0.38909  C6 1.538, H18 1.029, H19 1.002, H20 1.041
8 C -1.69119 0.97561 2.35882  C6 1.501, H21 1.123, H22 1.102, H23 1.106
9 H 0.05570 -1.01198 1.46764  C1 1.133
10 H -1.51757 -1.76691 1.91122  C1 1.115
11 H -1.91636 -2.34506 -0.27118  N2 1.001
12 H 0.14033 -2.40516 -1.69809  C3 1.100
13 H 0.48397 -0.75160 -0.96837  C3 1.132
14 H -0.60048 -0.47111 -3.18866  C4 1.109
15 H -1.65092 0.08935 -1.95559  C4 1.082
16 H -1.81982 -2.83774 -3.50844  S5 1.345
17 H -0.89372 0.83466 0.36201  C6 1.117
18 H -2.98798 0.85099 -0.45275  N7 1.029
19 H -3.27968 -0.66690 0.12498  N7 1.002
20 H -3.68013 0.67061 1.06493  N7 1.041
21 H -2.04103 0.28585 3.17345  C8 1.123
22 H -0.68665 1.26261 2.70888  C8 1.102
23 H -2.30509 1.89533 2.35419  C8 1.106
24 H 1.55736 2.60071 -2.64789  O26 0.979
25 H 1.11356 3.81195 -3.56652  O26 0.964
26 O 0.79645 3.04414 -3.07654  H24 0.979, H25 0.964
27 H 4.00216 -1.41467 1.97194  O29 0.966
28 H 2.74532 -1.76919 1.10660  O29 0.994
29 O 3.34375 -1.02455 1.38293  H27 0.966, H28 0.994
30 H 0.92340 -2.65822 -0.03017  O32 0.999
31 H 2.21886 -2.28067 -0.80155  O32 0.959
32 O 1.91808 -2.75544 -0.02397  H30 0.999, H31 0.959
33 H 3.04303 0.98805 -1.62938  O35 0.988
34 H 3.74172 2.37627 -1.74603  O35 0.964
35 O 2.87375 1.95648 -1.73010  H33 0.988, H34 0.964
36 H 3.47903 -0.64746 -0.23813  O38 1.019
37 H 4.20353 -1.00965 -1.62333  O38 0.957
38 O 3.38768 -0.67330 -1.25284  H36 1.019, H37 0.957
39 H 0.71378 -0.13355 3.31568  O41 0.991
40 H 0.50825 -0.89421 4.65155  O41 0.959
41 O 0.09995 -0.74480 3.79717  H39 0.991, H40 0.959
42 H 1.95177 2.43155 -0.32566  O44 0.972
43 H 0.51145 2.98847 -0.05490  O44 0.998
44 O 1.32676 2.62719 0.39310  H42 0.972, H43 0.998
45 H -4.39330 -2.76961 -0.79879  O47 0.973
46 H -4.42446 -2.96730 0.74631  O47 0.962
47 O -4.01966 -2.45280 0.04135  H45 0.973, H46 0.962
48 H -0.34589 3.19644 -1.77251  O50 0.986
49 H -1.08244 4.21923 -0.88773  O50 0.958
50 O -0.90563 3.28087 -0.96511  H48 0.986, H49 0.958
51 H 1.59128 1.61859 1.76430  O53 0.995
52 H 2.41564 0.29243 2.09596  O53 0.968
53 O 1.79250 0.93690 2.46093  H51 0.995, H52 0.968

Calculated values
Largest force on an atom = 2.083 eV/A
ΔE to the lowest compared entry with this formula, charge and spin = 17.21 kcal/mol
HOMO = -12.14 eV
Net charge = +1
Kohn-Sham gap = 9.6 eV